106
Properties=species:S:1:pos:R:3:forces:R:3 method="wB97M-V/def2-TZVPD" homo_ev=-7.1 e_above_lowest_kj_mol=51.8
Sr -0.0334 -0.7862 0.6053 -0.082 -0.007 -0.270
N 0.7362 -2.5489 -3.2688 -0.082 -0.094 0.090
C -0.0638 -1.9136 -2.3739 0.205 0.113 -0.218
S -0.8837 -2.8991 -1.2078 -0.088 0.123 -0.311
N -0.1346 -0.5956 -2.5888 -0.488 -0.110 0.538
N -0.8941 0.0330 -1.6360 0.260 -0.343 -0.595
C -1.5299 1.0929 -1.9510 -0.231 0.278 0.340
C -1.5862 1.6574 -3.3252 0.035 -0.028 0.018
C -0.9290 2.8422 -3.6322 0.020 0.069 -0.027
C -0.9819 3.3666 -4.9164 -0.017 -0.040 0.023
C -1.7005 2.7050 -5.9015 0.003 -0.002 0.011
C -2.3547 1.5172 -5.6007 0.001 0.011 -0.021
C -2.2949 0.9920 -4.3196 0.015 -0.018 -0.005
C -2.3016 1.7319 -0.8391 0.132 -0.111 -0.261
C -3.0037 2.9148 -1.0535 -0.081 0.080 0.080
C -3.7057 3.4850 -0.0038 0.000 0.013 -0.069
C -3.6994 2.8573 1.2291 0.026 -0.062 0.039
C -2.9855 1.6733 1.3477 -0.011 -0.009 0.016
N -2.3008 1.1170 0.3559 0.040 0.025 -0.038
H 1.0099 -3.4918 -3.0525 0.037 0.010 -0.009
H 1.3418 -1.9716 -3.8287 0.020 -0.024 -0.016
H -0.3636 3.3550 -2.8616 0.000 0.001 -0.005
H -0.4586 4.2855 -5.1467 -0.002 0.005 -0.006
H -1.7455 3.1109 -6.9038 -0.002 -0.004 -0.004
H -2.9083 0.9938 -6.3694 0.005 0.001 -0.006
H -2.7831 0.0542 -4.0855 -0.007 0.012 0.000
H -2.9982 3.3729 -2.0320 -0.007 0.001 0.003
H -4.2576 4.4044 -0.1530 0.008 0.002 -0.001
H -4.2363 3.2571 2.0781 -0.006 0.005 -0.005
H -2.9629 1.1447 2.2962 0.003 0.005 0.007
C -0.9106 6.3586 13.0032 -0.016 0.008 -0.030
O -1.1542 6.8856 11.7095 0.007 -0.029 -0.004
C -0.9943 6.0551 10.6508 -0.022 0.076 0.064
C -1.2533 6.6146 9.3990 0.034 -0.103 -0.002
C -1.1137 5.8447 8.2646 -0.031 0.077 0.015
C -0.7094 4.5102 8.3443 -0.038 -0.037 -0.118
C -0.4662 3.9641 9.5947 0.028 -0.044 0.125
C -0.6056 4.7230 10.7486 0.001 -0.022 -0.072
C -0.5436 3.6832 7.1438 -0.048 0.231 0.085
N -0.4599 2.3757 7.1123 0.043 -0.008 -0.110
C -0.2986 2.0643 5.7829 0.024 -0.327 0.126
C -0.2865 3.1908 5.0094 -0.041 0.342 -0.201
N -0.4514 4.2351 5.8920 0.026 -0.216 -0.031
C -0.1074 3.1844 3.5892 -0.019 0.063 0.187
C -0.0479 4.3275 2.7819 -0.006 0.042 0.020
C 0.1685 4.1865 1.4362 0.016 -0.073 -0.039
C 0.3328 2.8965 0.9207 0.013 0.009 -0.082
N 0.2695 1.8045 1.6547 0.002 -0.043 0.228
C 0.0364 1.9282 2.9788 0.014 -0.236 -0.044
C -0.0441 0.7019 3.7893 0.055 0.133 -0.351
N 0.0261 -0.4735 3.1357 0.072 -0.025 0.507
C 0.0853 -1.5939 3.8317 -0.086 0.130 0.057
C 0.0193 -1.6213 5.2300 0.021 -0.007 -0.082
C -0.1282 -0.4354 5.9028 -0.011 0.011 0.081
C -0.1610 0.7660 5.1805 -0.006 0.045 0.178
H -1.0928 7.1733 13.6973 0.006 -0.001 0.005
H 0.1229 6.0193 13.1026 0.003 0.001 0.010
H -1.5902 5.5329 13.2268 0.003 -0.002 0.006
H -1.5704 7.6467 9.3448 -0.002 0.006 0.004
H -1.3538 6.2977 7.3099 0.013 -0.016 -0.012
H -0.1606 2.9283 9.6629 -0.001 0.010 -0.014
H -0.4066 4.2690 11.7076 0.005 -0.005 0.003
H -0.4366 5.2163 5.6828 0.026 0.012 -0.001
H -0.1674 5.3129 3.2162 0.003 -0.005 0.004
H 0.2245 5.0413 0.7773 -0.008 0.009 0.007
H 0.5136 2.7527 -0.1400 0.011 0.004 0.004
H 0.2010 -2.5072 3.2570 -0.025 0.004 0.011
H 0.0811 -2.5657 5.7517 -0.006 0.004 0.012
H -0.2063 -0.4028 6.9818 -0.002 0.023 -0.006
C 3.2666 -3.7563 3.4510 -0.045 -0.046 0.067
C 4.0990 -2.8207 2.5677 0.042 0.029 0.043
C 5.5348 -3.3431 2.4924 0.041 -0.039 0.037
C 4.1092 -1.4407 3.2431 0.077 0.035 0.052
Si 3.3296 -2.5596 0.8442 -0.373 0.165 0.047
O 1.8452 -1.9790 0.9849 0.453 -0.112 0.156
C 3.4178 -4.1050 -0.2446 0.090 -0.002 -0.175
C 3.5333 -3.9226 -1.6292 -0.023 -0.017 -0.005
C 3.5234 -4.9911 -2.5149 0.004 -0.004 0.004
C 3.3985 -6.2880 -2.0361 0.009 -0.003 -0.017
C 3.2899 -6.4999 -0.6710 0.004 0.031 0.011
C 3.3021 -5.4212 0.2056 -0.046 -0.025 -0.015
C 4.4147 -1.2753 -0.0345 0.096 0.071 -0.085
C 4.0035 0.0589 -0.0717 -0.005 0.020 0.049
C 4.7635 1.0469 -0.6849 0.005 -0.039 -0.008
C 5.9685 0.7160 -1.2877 0.000 -0.007 -0.015
C 6.4012 -0.6033 -1.2709 -0.011 0.026 -0.001
C 5.6311 -1.5795 -0.6533 0.001 -0.021 0.030
H 3.5723 -3.6447 4.4994 -0.004 -0.008 -0.008
H 3.4052 -4.8067 3.1971 0.015 -0.051 -0.077
H 2.1969 -3.5415 3.3923 0.044 0.047 -0.036
H 5.9409 -3.4837 3.5021 0.007 0.007 -0.009
H 6.1918 -2.6434 1.9714 -0.013 0.019 -0.020
H 5.5946 -4.3051 1.9761 -0.024 0.003 0.000
H 4.5438 -1.5248 4.2474 -0.020 0.019 -0.006
H 3.0994 -1.0337 3.3418 -0.035 -0.027 -0.012
H 4.7052 -0.7151 2.6842 0.001 -0.022 -0.007
H 3.6380 -2.9197 -2.0298 -0.027 -0.009 0.031
H 3.6216 -4.8131 -3.5799 -0.005 -0.001 0.003
H 3.3911 -7.1259 -2.7221 -0.004 -0.001 0.001
H 3.1933 -7.5071 -0.2846 0.000 -0.002 0.002
H 3.2064 -5.6291 1.2619 -0.009 0.035 0.097
H 3.0666 0.3332 0.4044 -0.008 -0.013 0.010
H 4.4161 2.0734 -0.6948 -0.002 0.005 -0.001
H 6.5640 1.4792 -1.7735 0.005 0.000 0.006
H 7.3377 -0.8716 -1.7446 0.002 -0.003 -0.001
H 5.9819 -2.6066 -0.6683 -0.007 0.001 0.019